## w
Entry from OMol25: a single C3H9N3S molecule (ωB97M-V/def2-TZVPD).

CARTESIAN COORDINATES (ANGSTROEM)
C (-1.273, 0.887, -1.306)
C (0.005, 0.043, 0.650)
C (1.705, -0.529, -0.856)
H (-0.695, 0.272, -1.980)
H (-1.276, 1.865, -1.846)
H (-2.326, 0.524, -1.226)
H (-1.098, 1.805, 0.529)
H (-1.554, -0.486, 1.865)
H (0.667, -2.071, 2.406)
H (1.741, 0.413, -1.290)
H (1.246, -1.234, -1.596)
H (2.710, -0.857, -0.755)
N (-0.601, 1.133, -0.066)
N (-0.600, -0.145, 1.949)
N (1.011, -0.657, 0.400)
S (0.339, -0.966, 3.121)

Calculated values
* HOMO energy: -8.85 eV
* SMILES: C/N=C(\NC)NS
* lowest unoccupied orbital energy: 0.78 eV
* net charge: 0


## x
Entry from OMol25: a single C3H9N3S molecule (ωB97M-V/def2-TZVPD).

CARTESIAN COORDINATES (ANGSTROEM)
C (0.151, 1.525, 0.052)
C (0.279, 0.480, -1.162)
C (-1.298, -1.184, -1.391)
N (0.384, -1.330, 1.710)
N (0.887, 1.266, 1.190)
N (-0.284, -0.744, -0.916)
S (0.315, 0.250, 2.386)
H (0.637, 2.380, -0.522)
H (-0.930, 1.735, 0.172)
H (-0.248, 1.079, -1.948)
H (1.366, 0.454, -1.274)
H (0.970, -1.922, 2.261)
H (-1.615, -2.203, -1.050)
H (-1.969, -0.792, -2.190)
H (-0.452, -1.832, 1.707)
H (1.808, 0.837, 0.974)

Calculated values
* HOMO energy: -8.64 eV
* SMILES: C=NCCNSN
* lowest unoccupied orbital energy: 1.00 eV
* net charge: 0


## y
Entry from OMol25: a single C3H9N3S molecule (ωB97M-V/def2-TZVPD).

CARTESIAN COORDINATES (ANGSTROEM)
C (-1.255, -2.134, -0.999)
C (-0.225, -0.253, 1.570)
C (-0.275, 1.128, -0.457)
H (-1.830, -1.454, -1.656)
H (-1.683, -2.339, -0.024)
H (-1.085, -3.106, -1.576)
H (0.490, -0.896, 2.087)
H (-1.202, -0.809, 1.622)
H (-0.318, 0.739, 2.023)
H (-0.902, 0.925, -1.297)
H (1.555, 3.255, 0.749)
H (1.527, 1.636, 1.041)
N (0.146, -0.055, 0.200)
N (0.038, 2.336, -0.128)
N (0.902, 2.443, 0.969)
S (0.399, -1.467, -0.684)

Calculated values
* HOMO energy: -8.59 eV
* SMILES: CSN(C)/C=N\N
* lowest unoccupied orbital energy: 0.83 eV
* net charge: 0


Which of them is the most stable, and which is the least stable? w and x, in that order.


## w
Entry from OMol25: a single C18H28N2O2 molecule (ωB97M-V/def2-TZVPD).

CARTESIAN COORDINATES (ANGSTROEM)
C (-2.242, 3.626, -2.260)
C (-1.834, 3.047, -1.147)
C (-0.689, 3.547, -0.310)
N (0.317, 2.518, -0.138)
C (0.371, 1.616, 0.873)
O (1.231, 0.752, 0.894)
C (-0.656, 1.774, 1.983)
C (-0.755, 0.545, 2.895)
C (-1.841, -0.437, 2.453)
C (-1.428, -1.249, 1.225)
C (-0.629, -2.472, 1.650)
O (-0.917, -3.086, 2.664)
N (0.377, -2.880, 0.841)
C (0.819, -2.184, -0.353)
C (-0.185, -2.243, -1.467)
C (-0.509, -1.217, -2.231)
H (-1.217, -1.304, -3.037)
H (-0.068, -0.245, -2.085)
H (-0.635, -3.214, -1.625)
H (1.730, -2.688, -0.691)
H (1.083, -1.150, -0.112)
C (1.101, -4.091, 1.191)
C (0.867, -5.175, 0.185)
C (1.824, -5.788, -0.487)
H (1.615, -6.569, -1.198)
H (2.864, -5.544, -0.340)
H (-0.172, -5.434, 0.029)
H (0.717, -4.405, 2.168)
H (2.169, -3.868, 1.279)
H (-0.881, -0.628, 0.525)
H (-2.318, -1.631, 0.715)
H (-2.765, 0.111, 2.250)
H (-2.040, -1.140, 3.264)
H (-0.980, 0.879, 3.909)
H (0.210, 0.036, 2.914)
H (-1.639, 1.989, 1.563)
H (-0.341, 2.641, 2.570)
C (1.265, 2.412, -1.238)
C (2.170, 3.604, -1.294)
C (2.332, 4.362, -2.362)
H (3.001, 5.205, -2.369)
H (1.811, 4.158, -3.284)
H (2.698, 3.818, -0.374)
H (1.859, 1.511, -1.053)
H (0.717, 2.303, -2.180)
H (-1.051, 3.884, 0.664)
H (-0.214, 4.400, -0.804)
H (-2.304, 2.139, -0.794)
H (-3.062, 3.237, -2.839)
H (-1.779, 4.526, -2.632)

Calculated values
* HOMO energy: -8.92 eV
* SMILES: C=CCN(CC=C)C(=O)CCCCC(=O)N(CC=C)CC=C
* lowest unoccupied orbital energy: 0.78 eV
* net charge: 0


## x
Entry from OMol25: a molecular structure, C18H28N2O2 (ωB97M-V/def2-TZVPD).

CARTESIAN COORDINATES (ANGSTROEM)
C (2.473, 1.783, -2.519)
H (3.369, 2.518, -2.577)
H (2.564, 1.433, -3.625)
H (1.528, 2.256, -2.463)
C (2.688, 0.532, -1.696)
C (3.926, -0.101, -1.758)
H (3.926, -0.488, -2.673)
H (4.803, 0.675, -1.768)
H (4.031, -0.855, -1.257)
C (2.673, 1.308, -0.163)
H (1.678, 2.166, -0.035)
H (3.392, 2.111, -0.152)
C (2.694, 0.163, 0.885)
N (1.544, -0.459, 1.031)
C (1.723, -1.874, 0.612)
O (2.774, -2.347, 0.652)
C (0.541, -2.908, 0.780)
H (-0.056, -2.742, 1.763)
H (0.973, -3.658, 0.528)
C (-0.503, -2.365, -0.285)
N (-1.449, -1.367, -0.122)
C (-0.875, 0.028, 0.243)
H (-1.550, 0.786, 0.313)
C (0.147, 0.043, 1.446)
H (0.347, 1.204, 1.317)
H (-0.163, -0.513, 2.105)
H (-0.213, 0.022, -0.841)
C (-2.501, -1.133, -0.971)
C (-3.713, -0.462, -0.271)
C (-3.990, -0.613, 1.014)
C (-5.027, 0.317, 1.416)
C (-5.710, 1.116, 0.543)
C (-5.266, 1.333, -0.631)
C (-4.299, 0.388, -1.196)
H (-4.013, 0.574, -2.202)
H (-5.750, 2.223, -1.241)
H (-6.446, 1.756, 0.905)
H (-5.335, 0.105, 2.765)
H (-3.535, -1.258, 1.573)
H (-3.045, -2.183, -0.962)
H (-2.162, -1.008, -1.780)
H (-1.202, -3.236, -0.375)
H (-0.005, -2.204, -1.287)
H (3.488, -0.455, 0.904)
C (2.741, 1.112, 2.280)
O (2.115, 2.080, 2.469)
H (2.228, 2.490, 3.351)
H (4.016, 1.256, 2.458)
H (2.703, 0.414, 3.053)
H (1.725, 0.038, -1.557)

Calculated values
* HOMO energy: -7.79 eV
* lowest unoccupied orbital energy: 0.56 eV
* net charge: 0


Which of them is the most stable, and which is the least stable? w and x, in that order.


## w
Entry from OMol25: a gas-phase ion, C3H9N2O (charge -1) (ωB97M-V/def2-TZVPD).

CARTESIAN COORDINATES (ANGSTROEM)
C (0.737, 0.179, 0.331)
N (0.213, -0.745, -0.686)
C (-0.414, -1.944, -0.034)
O (0.434, -2.724, 0.636)
C (-0.243, 1.314, 0.582)
N (-0.628, 2.031, -0.627)
H (0.970, -0.392, 1.228)
H (1.705, 0.578, -0.019)
H (0.996, -1.093, -1.236)
H (-1.210, -1.478, 0.602)
H (-0.922, -2.500, -0.863)
H (-1.150, 0.864, 1.011)
H (0.142, 1.989, 1.352)
H (0.137, 2.614, -0.953)
H (-0.769, 1.306, -1.325)

Calculated values
* HOMO energy: -2.40 eV
* SMILES: NCCNC[O-]
* lowest unoccupied orbital energy: 4.32 eV
* net charge: -1


## x
Entry from OMol25: 2 unconnected molecules or ions with the total composition C3H9N2O (ωB97M-V/def2-TZVPD).

CARTESIAN COORDINATES (ANGSTROEM)
C (-0.834, -0.071, -1.436)
C (-1.159, -0.135, 0.866)
C (2.479, 0.743, 0.841)
N (-1.833, -0.094, -0.386)
N (2.351, 0.080, -0.239)
O (1.663, -1.082, -0.231)
H (-0.880, 1.027, -1.808)
H (0.105, -0.273, -1.058)
H (-1.135, -0.898, -2.126)
H (-1.842, -0.485, 1.737)
H (-0.338, -0.908, 0.860)
H (-0.700, 0.889, 1.018)
H (2.737, 1.759, 0.661)
H (-2.506, -0.839, -0.420)
H (1.893, 0.287, 1.721)

Calculated values
* HOMO energy: -2.53 eV
* lowest unoccupied orbital energy: 4.30 eV
* net charge: -1


Which of them is the most stable, and which is the least stable? w and x, in that order.


## w
Entry from OMol25: a molecular structure, H10NaO5 (ωB97M-V/def2-TZVPD).

CARTESIAN COORDINATES (ANGSTROEM)
Na (-0.173, -0.143, 0.008)
O (0.079, -1.064, 2.131)
H (0.713, -1.702, 2.478)
H (-0.442, -0.779, 2.890)
O (0.928, 1.802, 0.664)
H (0.362, 2.158, 1.360)
H (1.648, 2.437, 0.589)
O (-2.483, 0.471, 0.697)
H (-3.099, -0.270, 0.639)
H (-3.041, 1.256, 0.747)
O (1.986, -1.111, -0.917)
H (2.862, -0.917, -0.566)
H (2.139, -1.651, -1.700)
O (-0.408, -0.298, -2.645)
H (-1.106, 0.318, -2.900)
H (0.034, -0.506, -3.475)

Calculated values
* HOMO energy: -15.24 eV
* lowest unoccupied orbital energy: -3.13 eV
* net charge: +1


## x
Entry from OMol25: a molecular structure, H10NaO5 (ωB97M-V/def2-TZVPD).

CARTESIAN COORDINATES (ANGSTROEM)
Na (-0.399, 0.068, 0.509)
O (0.683, 2.192, 0.954)
H (1.582, 2.256, 0.588)
H (0.310, 3.060, 0.837)
O (0.393, -1.492, 1.919)
H (1.071, -1.493, 2.533)
H (0.022, -2.374, 1.938)
O (-1.308, 1.330, -1.050)
H (-1.936, 1.300, -1.796)
H (-0.873, 2.225, -1.142)
O (-1.696, -1.718, -0.511)
H (-1.821, -1.349, -1.354)
H (-0.995, -2.374, -0.691)
O (1.423, -0.769, -1.110)
H (1.838, -0.996, -0.250)
H (1.707, 0.134, -1.376)

Calculated values
* HOMO energy: -15.69 eV
* lowest unoccupied orbital energy: -3.60 eV
* net charge: +1


Which of them is the most stable, and which is the least stable? w and x, in that order.